a:
# CH4F2Si

CH4F2Si in the gas phase (the ωB97M-V functional and the def2-TZVPD basis, the OMol25 dataset).

SMILES string: C[SiH](F)F
HOMO, eV: -11.83
Kohn-Sham gap, eV: 12.76
Lowest unoccupied orbital energy, eV: 0.930
Molecular weight, g/mol: 82.12

Last columns: bonded neighbours and bond lengths (Å).
Positions of all 8 atoms, in Å:
1 H 1.487 0.471 -0.787  C4 1.113
2 F -1.569 -1.247 0.622  Si7 1.663
3 H 1.369 -1.014 0.289  C4 1.163
4 C 1.010 0.082 0.141  H1 1.113, H3 1.163, Si7 1.926, H8 1.134
5 H -1.317 -0.338 -1.513  Si7 1.448
6 F -1.605 1.310 0.482  Si7 1.602
7 Si -0.888 0.040 -0.183  F2 1.663, C4 1.926, H5 1.448, F6 1.602
8 H 1.514 0.696 0.950  C4 1.134

b:
# CH4F2Si

CH4F2Si in the gas phase (the ωB97M-V functional and the def2-TZVPD basis, the OMol25 dataset).

SMILES string: C[SiH](F)F
HOMO, eV: -11.57
Kohn-Sham gap, eV: 12.46
Lowest unoccupied orbital energy, eV: 0.892
Molecular weight, g/mol: 82.12

Last columns: bonded neighbours and bond lengths (Å).
Positions of all 8 atoms, in Å:
1 H -1.120 -1.340 -0.056  C3 1.079
2 H -0.881 -0.684 -1.499  C3 1.046
3 C -0.925 -0.377 -0.501  H1 1.079, H2 1.046, Si4 1.998, H6 1.089
4 Si 0.792 0.271 0.290  C3 1.998, F5 1.630, F7 1.677, H8 1.519
5 F 1.036 -0.616 1.635  Si4 1.630
6 H -1.634 0.444 -0.405  C3 1.089
7 F 0.645 1.782 1.001  Si4 1.677
8 H 2.087 0.521 -0.464  Si4 1.519

c:
# CH4F2Si

2 unconnected molecules or ions with the total composition CH4F2Si (the ωB97M-V functional and the def2-TZVPD basis, the OMol25 dataset).

HOMO, eV: -10.27
Kohn-Sham gap, eV: 9.46
Lowest unoccupied orbital energy, eV: -0.814
Molecular weight, g/mol: 82.12

Last columns: bonded neighbours and bond lengths (Å).
Positions of all 8 atoms, in Å:
1 C -0.155 0.335 -0.394  H2 1.034, Si5 1.903, H6 1.025, H7 1.102
2 H 0.307 1.194 -0.052  C1 1.034
3 H 0.695 -2.132 1.588  Si5 1.481
4 F -0.423 -2.475 -0.459  Si5 1.576
5 Si 0.188 -1.338 0.445  C1 1.903, H3 1.481, F4 1.576
6 H -1.158 0.524 -0.487  C1 1.025
7 H 0.384 0.101 -1.326  C1 1.102
8 F 2.634 -1.423 -0.047  no bonds

Here is how they stack up, most stable first: a, b, c.

a:
# BH26O11

12 unconnected molecules or ions with the total composition BH26O11 (the ωB97M-V functional and the def2-TZVPD basis, the OMol25 dataset).

HOMO, eV: -6.76
Kohn-Sham gap, eV: 9.09
Total charge: -1
Lowest unoccupied orbital energy, eV: 2.330
Molecular weight, g/mol: 213.01

Last columns: bonded neighbours and bond lengths (Å).
Positions of all 38 atoms, in Å:
1 H -1.414 0.461 3.550  O11 1.021
2 H -0.944 -3.580 0.535  O19 0.966
3 H -2.249 1.530 -0.672  O22 0.814
4 H 0.062 0.899 -0.608  B35 1.266
5 H -1.265 -1.040 -0.978  O8 1.096
6 H 1.946 -0.312 2.418  O37 0.880
7 H 1.169 3.478 -0.946  O20 1.038
8 O -1.708 -1.537 -1.849  H5 1.096, H9 0.951
9 H -1.177 -2.248 -2.193  O8 0.951
10 O 2.625 -1.126 -1.918  H14 1.024, H25 0.970
11 O -1.509 0.989 4.419  H1 1.021, H15 1.038
12 H 0.207 -0.901 0.122  B35 1.227
13 H -0.025 0.733 1.471  B35 1.364
14 H 2.676 -0.715 -2.854  O10 1.024
15 H -0.698 1.287 4.995  O11 1.038
16 H -2.837 0.705 -1.718  O22 1.058
17 H -0.254 -4.710 -0.474  O19 1.165
18 H 1.190 2.301 0.052  O20 0.870
19 O -1.220 -4.395 0.096  H2 0.966, H17 1.165
20 O 1.667 2.992 -0.176  H7 1.038, H18 0.870
21 O 0.832 0.767 -3.504  H27 0.907, H31 1.005
22 O -3.011 1.353 -0.900  H3 0.814, H16 1.058
23 H 0.590 2.642 2.143  O33 0.934
24 H 1.686 0.211 0.385  B35 1.110
25 H 1.979 -0.705 -1.329  O10 0.970
26 H -2.084 -0.770 -2.951  O36 0.958
27 H 1.108 1.331 -4.158  O21 0.907
28 H -1.141 0.394 -3.006  O36 0.972
29 H 3.055 0.061 3.447  O37 1.023
30 O -1.244 -2.382 2.147  H32 0.969, H38 0.888
31 H 0.898 -0.123 -3.965  O21 1.005
32 H -0.941 -2.679 3.017  O30 0.969
33 O 0.369 3.528 1.943  H23 0.934, H34 0.982
34 H 1.245 3.890 1.687  O33 0.982
35 B 0.576 0.247 0.348  H4 1.266, H12 1.227, H13 1.364, H24 1.110
36 O -2.048 0.140 -3.246  H26 0.958, H28 0.972
37 O 2.479 -0.669 3.021  H6 0.880, H29 1.023
38 H -0.590 -2.047 1.648  O30 0.888

b:
# BH26O11

12 unconnected molecules or ions with the total composition BH26O11 (the ωB97M-V functional and the def2-TZVPD basis, the OMol25 dataset).

HOMO, eV: -7.53
Kohn-Sham gap, eV: 10.34
Total charge: -1
Lowest unoccupied orbital energy, eV: 2.807
Molecular weight, g/mol: 213.01

Last columns: bonded neighbours and bond lengths (Å).
Positions of all 38 atoms, in Å:
1 O 1.774 -0.649 -2.370  H7 0.970, H8 0.975
2 H -3.008 -1.312 -0.766  O34 0.985
3 H -1.806 -0.474 -2.961  O22 1.008
4 H -2.864 -1.001 1.595  O28 0.967
5 H 1.279 1.671 0.104  O9 0.987
6 H -0.100 -1.135 0.860  B33 1.179
7 H 1.908 0.294 -2.552  O1 0.970
8 H 1.686 -0.697 -1.401  O1 0.975
9 O 1.434 2.599 -0.193  H5 0.987, H18 0.973
10 H -1.534 -1.284 0.845  O28 0.993
11 O 2.066 0.429 3.079  H26 0.985, H36 0.963
12 H -0.064 0.155 -0.622  B33 1.185
13 O -1.472 1.108 3.348  H14 0.963, H31 0.980
14 H -1.043 1.966 3.440  O13 0.963
15 H 2.303 -1.434 0.075  O17 0.972
16 H -0.037 1.123 -3.217  O27 1.016
17 O 2.879 -2.136 0.422  H15 0.972, H19 0.964
18 H 1.224 2.577 -1.142  O9 0.973
19 H 3.697 -1.684 0.656  O17 0.964
20 H 0.758 -2.762 1.438  O21 0.968
21 O 0.476 -3.439 2.070  H20 0.968, H23 0.964
22 O -0.994 -0.278 -3.526  H3 1.008, H29 0.978
23 H 0.542 -3.006 2.929  O21 0.964
24 H -0.021 2.629 -3.648  O27 0.962
25 H -2.393 2.281 0.339  O37 0.964
26 H 1.519 0.270 2.274  O11 0.985
27 O 0.369 2.030 -3.004  H16 1.016, H24 0.962
28 O -2.413 -1.683 1.079  H4 0.967, H10 0.993
29 H -0.268 -0.772 -3.095  O22 0.978
30 H -0.272 0.678 1.234  B33 1.185
31 H -1.193 0.795 2.462  O13 0.980
32 H 1.436 0.106 0.588  B33 1.191
33 B 0.263 -0.075 0.493  H6 1.179, H12 1.185, H30 1.185, H32 1.191
34 O -2.910 -0.895 -1.654  H2 0.985, H38 0.979
35 H -1.190 1.513 -0.245  O37 0.981
36 H 2.837 0.904 2.750  O11 0.963
37 O -2.170 1.548 -0.246  H25 0.964, H35 0.981
38 H -2.699 0.037 -1.439  O34 0.979

Here is how they stack up, most stable first: b, a.

a:
# C5H7N7

2 unconnected molecules or ions with the total composition C5H7N7 (the ωB97M-V functional and the def2-TZVPD basis, the OMol25 dataset).

SMILES string: [H]/N=C1\C=NC=N1.Nc1cnn[nH]1
HOMO, eV: -8.98
Kohn-Sham gap, eV: 7.30
Lowest unoccupied orbital energy, eV: -1.680
Molecular weight, g/mol: 165.16

Last columns: bonded neighbours and bond lengths (Å).
Positions of all 19 atoms, in Å:
1 H -1.539 -0.424 0.368  N16 1.021
2 N -2.278 -2.894 -2.977  N13 1.295, N15 1.341
3 N 0.616 1.248 0.252  H12 1.024, C18 1.275
4 H 2.534 3.998 3.039  C14 1.087
5 C 2.660 1.138 1.732  H6 1.086, N7 1.280, C18 1.503
6 H 3.061 0.145 1.548  C5 1.086
7 N 3.190 1.976 2.542  C5 1.280, C14 1.447
8 C -1.839 -1.508 -1.292  N15 1.352, N16 1.402, C17 1.366
9 H -0.779 -3.112 -0.171  C17 1.084
10 H -1.360 0.459 -1.022  N16 1.031
11 N 1.309 3.037 1.649  C14 1.278, C18 1.418
12 H 0.901 0.297 0.000  N3 1.024
13 N -1.625 -3.568 -2.084  N2 1.295, C17 1.368
14 C 2.309 3.119 2.440  H4 1.087, N7 1.447, N11 1.278
15 N -2.421 -1.647 -2.504  N2 1.341, C8 1.352, H19 1.010
16 N -1.898 -0.301 -0.580  H1 1.021, C8 1.402, H10 1.031
17 C -1.324 -2.746 -1.033  C8 1.366, H9 1.084, N13 1.368
18 C 1.432 1.734 1.104  N3 1.275, C5 1.503, N11 1.418
19 H -2.950 -0.952 -3.011  N15 1.010

b:
# C5H7N7

C5H7N7 in the gas phase (the ωB97M-V functional and the def2-TZVPD basis, the OMol25 dataset).

SMILES string: [H]/N=c1/c2c(cnn1N)ncn2N
HOMO, eV: -8.09
Kohn-Sham gap, eV: 8.97
Lowest unoccupied orbital energy, eV: 0.879
Molecular weight, g/mol: 165.16

Last columns: bonded neighbours and bond lengths (Å).
Positions of all 19 atoms, in Å:
1 H 2.814 0.606 1.072  N15 1.009
2 N -0.235 -1.853 2.433  C5 1.392, C12 1.356
3 H 1.840 -2.026 2.889  C12 1.017
4 H 0.785 1.823 -1.805  N9 1.032
5 C -0.803 -0.997 1.493  N2 1.392, C16 1.479, C19 1.419
6 N -2.423 -0.147 -0.083  N10 1.332, C16 1.306
7 H 2.698 -0.550 -0.134  N15 1.007
8 N 1.350 -0.733 1.284  C12 1.398, N15 1.396, C19 1.340
9 N 0.842 1.106 -1.065  H4 1.032, C17 1.249
10 N -1.410 0.354 -0.789  N6 1.332, C17 1.367, N18 1.457
11 H -3.169 -1.218 1.366  C16 1.122
12 C 1.101 -1.674 2.287  N2 1.356, H3 1.017, N8 1.398
13 H -1.340 0.487 -2.684  N18 0.977
14 H -2.943 0.670 -2.091  N18 1.068
15 N 2.624 -0.360 0.852  H1 1.009, H7 1.007, N8 1.396
16 C -2.193 -0.771 1.041  C5 1.479, N6 1.306, H11 1.122
17 C -0.070 0.437 -0.534  N9 1.249, N10 1.367, C19 1.507
18 N -1.910 0.934 -2.029  N10 1.457, H13 0.977, H14 1.068
19 C 0.195 -0.340 0.730  C5 1.419, N8 1.340, C17 1.507

Here is how they stack up, most stable first: a, b.

a:
# C4H2N2S

C4H2N2S in the gas phase (the ωB97M-V functional and the def2-TZVPD basis, the OMol25 dataset).

HOMO, eV: -9.22
Kohn-Sham gap, eV: 7.96
Lowest unoccupied orbital energy, eV: -1.258
Molecular weight, g/mol: 110.14

Last columns: bonded neighbours and bond lengths (Å).
Positions of all 9 atoms, in Å:
1 C -0.457 -1.395 1.183  H5 1.072, S8 1.601
2 N 0.455 1.458 1.106  S8 2.073, C9 1.192
3 C 0.187 -0.029 -1.947  C4 1.387, N6 1.164
4 C 0.841 -0.044 -0.724  C3 1.387, H7 1.129, C9 1.308
5 H -0.716 -2.416 1.385  C1 1.072
6 N -0.209 -0.006 -3.041  C3 1.164
7 H 1.444 -0.996 -0.793  C4 1.129
8 S -0.784 -0.002 1.899  C1 1.601, N2 2.073
9 C 0.889 0.957 0.116  N2 1.192, C4 1.308

b:
# C4H2N2S

C4H2N2S in the gas phase (the ωB97M-V functional and the def2-TZVPD basis, the OMol25 dataset).

SMILES string: N#C/C=C\SC#N
HOMO, eV: -9.74
Kohn-Sham gap, eV: 9.56
Lowest unoccupied orbital energy, eV: -0.186
Molecular weight, g/mol: 110.14

Last columns: bonded neighbours and bond lengths (Å).
Positions of all 9 atoms, in Å:
1 C 0.515 -0.665 -0.033  S2 1.758, C6 1.337, H9 1.083
2 S 1.980 -1.636 -0.078  C1 1.758, C4 1.689
3 H -0.631 1.088 0.018  C6 1.083
4 C 3.188 -0.463 0.056  S2 1.689, N5 1.143
5 N 3.956 0.379 0.138  C4 1.143
6 C 0.364 0.663 -0.018  C1 1.337, H3 1.083, C8 1.408
7 N 2.308 2.315 -0.109  C8 1.147
8 C 1.413 1.601 -0.060  C6 1.408, N7 1.147
9 H -0.342 -1.326 -0.013  C1 1.083

Here is how they stack up, most stable first: b, a.

a:
# C3H5FN2

C3H5FN2 in the gas phase (the ωB97M-V functional and the def2-TZVPD basis, the OMol25 dataset).

SMILES string: C=C(F)/C=N/N
HOMO, eV: -8.09
Kohn-Sham gap, eV: 8.85
Lowest unoccupied orbital energy, eV: 0.759
Molecular weight, g/mol: 88.08

Last columns: bonded neighbours and bond lengths (Å).
Positions of all 11 atoms, in Å:
1 C -1.334 -0.215 0.063  F5 1.286, C9 1.376, C10 1.513
2 H -0.931 1.891 0.309  C9 1.117
3 H -2.790 1.478 -0.247  C9 1.196
4 H 0.283 -1.755 0.199  C10 1.085
5 F -2.284 -1.068 -0.086  C1 1.286
6 H 2.995 0.491 -0.364  N8 1.068
7 H 2.407 -1.254 -0.172  N8 1.046
8 N 2.259 -0.224 -0.069  H6 1.068, H7 1.046, N11 1.357
9 C -1.679 1.117 0.013  C1 1.376, H2 1.117, H3 1.196
10 C 0.086 -0.691 0.279  C1 1.513, H4 1.085, N11 1.305
11 N 0.988 0.230 0.076  N8 1.357, C10 1.305

b:
# C3H5FN2

C3H5FN2 in the gas phase (the ωB97M-V functional and the def2-TZVPD basis, the OMol25 dataset).

SMILES string: C=N/N=C/CF
HOMO, eV: -9.88
Kohn-Sham gap, eV: 10.37
Lowest unoccupied orbital energy, eV: 0.492
Molecular weight, g/mol: 88.08

Last columns: bonded neighbours and bond lengths (Å).
Positions of all 11 atoms, in Å:
1 H -1.997 0.683 1.270  C2 1.093
2 C -1.730 0.473 0.231  H1 1.093, H3 1.126, C6 1.510, F8 1.355
3 H -1.712 1.410 -0.392  C2 1.126
4 N 0.693 0.422 0.041  C6 1.294, N10 1.384
5 H 2.767 1.050 -0.717  C11 1.079
6 C -0.409 -0.251 0.130  C2 1.510, N4 1.294, H7 1.076
7 H -0.277 -1.310 0.263  C6 1.076
8 F -2.639 -0.354 -0.340  C2 1.355
9 H 3.749 -0.429 -0.096  C11 1.087
10 N 1.773 -0.407 0.288  N4 1.384, C11 1.265
11 C 2.798 0.060 -0.289  H5 1.079, H9 1.087, N10 1.265

Here is how they stack up, most stable first: b, a.